Entry from the Open Molecules 2025 dataset: a cluster of 8 separate species, C32H79N4O23S7 in total in a non-equilibrium geometry (ωB97M-V/def2-TZVPD).

Structure (XYZ):
```
145
Properties=species:S:1:pos:R:3:forces:R:3:lowdin_charge:R:1
C 5.731477 -0.458780 0.744479 -0.1 0.5 0.1 0.035
C 5.541035 0.681059 1.411702 0.3 -0.9 -0.3 -0.053
C 5.366160 2.008397 0.762037 -0.4 0.7 0.2 -0.509
O 5.903708 3.015810 1.159965 0.0 -0.3 -0.1 0.091
O 4.467213 1.985775 -0.239174 -0.1 -0.5 0.3 -0.012
C 3.677996 3.174909 -0.499415 0.2 0.3 0.0 -0.162
C 2.408442 3.219759 0.332600 -0.1 0.0 -0.3 -0.184
C 2.537345 3.390484 1.852599 -0.2 0.0 0.0 -0.192
C 1.701192 4.554247 2.445135 0.1 0.0 0.2 -0.200
C 0.483654 4.100952 3.272083 -0.2 -0.2 -0.3 -0.221
C -0.766044 3.934404 2.373611 0.1 -0.4 0.0 -0.368
N -0.557522 2.979642 1.326170 0.1 0.0 -0.1 -0.121
C -1.513304 1.955317 1.218096 0.0 0.4 0.1 -0.310
C -1.340936 0.562363 1.997101 -0.1 0.1 0.0 -0.652
N -0.985790 -0.551049 1.119289 0.2 -0.1 0.3 0.057
N -2.654590 0.203001 2.543336 0.1 -0.1 0.1 0.050
N -0.270804 0.614832 3.000205 0.1 -0.3 0.0 0.078
H 5.800156 -0.481611 -0.340038 -0.2 0.0 0.1 0.063
H 5.824659 -1.403202 1.268834 0.1 0.1 0.0 0.055
H 5.542613 0.666929 2.499522 -0.1 0.3 -0.1 0.091
H 3.407291 3.103329 -1.557528 0.1 0.0 0.1 0.113
H 4.312715 4.054771 -0.364298 0.0 -0.1 0.1 0.118
H 1.824499 4.057255 -0.068345 0.0 -0.2 0.0 0.106
H 1.811530 2.328476 0.125847 0.0 0.2 0.0 0.100
H 2.159057 2.465377 2.300105 0.2 0.1 -0.1 0.074
H 3.586351 3.521373 2.136092 0.0 0.0 0.0 0.096
H 1.343724 5.199943 1.634370 0.0 0.0 0.1 0.095
H 2.357610 5.178462 3.068146 -0.1 -0.1 0.0 0.091
H 0.285574 4.787418 4.104607 0.0 0.1 -0.1 0.084
H 0.690975 3.108775 3.691806 0.0 0.1 0.1 0.055
H -0.980420 4.960666 1.981650 -0.1 0.0 0.0 0.076
H -1.632374 3.684417 3.031032 0.0 0.0 0.0 0.084
H -1.584580 1.620253 0.161955 -0.1 0.0 0.1 0.075
H -2.544228 2.279991 1.500921 0.0 0.1 0.0 0.076
H -1.748321 -0.711314 0.472799 0.1 0.1 -0.2 0.036
H -0.152198 -0.289566 0.603134 -0.1 0.1 -0.2 0.079
H -2.563740 -0.657844 3.077815 0.0 0.0 0.0 0.057
H -2.947706 0.936292 3.180729 -0.1 0.0 -0.1 0.052
H -0.669252 0.902218 3.886190 0.1 0.3 0.0 0.058
H 0.047161 -0.343835 3.127160 -0.1 0.0 0.1 0.057
O -2.725325 -1.945127 -1.309713 0.1 0.0 0.2 -0.275
S -3.925626 -1.526466 -1.965793 0.1 0.0 -0.1 0.562
O -5.158731 -1.514044 -1.238691 -0.1 0.0 0.0 -0.276
O -4.088858 -2.426823 -3.272615 -0.2 0.1 0.0 -0.273
C -3.903470 -3.853511 -3.094097 0.2 -0.2 0.0 -0.241
C -5.097996 -4.533658 -2.461464 -0.1 0.1 0.0 -0.066
C -3.674874 0.019324 -2.748488 0.0 0.1 -0.1 -0.099
H -2.996714 -4.017182 -2.511264 0.0 0.0 0.0 0.107
H -3.725944 -4.223410 -4.101886 0.0 0.1 0.0 0.122
H -5.235343 -4.218545 -1.428230 0.0 0.0 0.0 0.077
H -4.940028 -5.612216 -2.475010 0.0 0.0 0.0 0.081
H -6.010612 -4.305294 -3.014314 0.0 0.0 0.0 0.072
H -2.752456 -0.022307 -3.322808 0.0 0.0 0.0 0.050
H -3.586966 0.762459 -1.956695 0.0 0.0 0.1 0.085
H -4.529530 0.237459 -3.384614 0.0 0.0 0.0 0.065
O -8.985953 -2.072193 -7.248437 0.0 0.0 0.0 -0.281
S -8.860086 -0.718378 -6.796651 0.0 0.0 0.1 0.555
O -7.632102 -0.022278 -7.027997 0.0 0.0 0.0 -0.277
O -9.250314 -0.647036 -5.266361 0.0 0.1 0.0 -0.265
C -8.599454 -1.582427 -4.360701 0.1 -0.2 0.2 -0.233
C -7.193665 -1.168099 -3.996610 0.0 0.1 -0.2 -0.072
C -10.194723 0.246824 -7.413314 0.0 0.0 0.0 -0.126
H -8.631478 -2.575329 -4.810562 0.0 0.0 -0.1 0.113
H -9.246839 -1.588633 -3.486801 0.0 0.1 0.0 0.124
H -6.526338 -1.225961 -4.856056 0.0 0.0 0.0 0.079
H -6.808760 -1.820527 -3.214731 0.0 0.0 0.0 0.060
H -7.185741 -0.143122 -3.624953 0.0 0.0 0.1 0.092
H -11.125803 -0.274256 -7.211215 0.0 0.0 0.0 0.073
H -10.034223 0.350329 -8.483902 0.0 0.0 0.0 0.075
H -10.170847 1.218866 -6.928861 0.0 0.0 0.0 0.074
O -0.761564 0.692113 -4.553861 -0.1 0.0 0.1 -0.267
S -0.198581 -0.021384 -5.658293 0.0 0.1 -0.1 0.566
O 0.317451 -1.340750 -5.445963 0.0 0.0 0.0 -0.278
O 0.902588 0.884498 -6.344894 0.0 -0.1 0.0 -0.262
C 1.930258 1.446644 -5.481989 0.2 0.2 0.2 -0.231
C 2.970855 0.418085 -5.101341 -0.1 -0.1 0.0 -0.067
C -1.339799 -0.054140 -6.995093 0.0 0.0 0.0 -0.115
H 1.455303 1.892051 -4.607474 -0.1 -0.1 0.0 0.117
H 2.359106 2.250776 -6.075370 0.0 0.0 -0.1 0.122
H 2.543534 -0.339860 -4.447527 0.0 0.0 0.1 0.064
H 3.798638 0.892966 -4.576009 0.0 0.1 0.0 0.089
H 3.358373 -0.079965 -5.990712 0.1 0.0 0.0 0.086
H -1.705463 0.954254 -7.164747 0.0 0.0 0.0 0.076
H -2.151744 -0.712703 -6.693497 0.0 0.0 0.0 0.077
H -0.836563 -0.447822 -7.873732 0.0 0.0 0.0 0.075
O -0.206990 -6.634461 -1.823901 0.0 0.0 -0.1 -0.286
S -0.775162 -6.977348 -0.553054 0.1 0.0 0.1 0.545
O -2.189624 -6.847708 -0.375839 0.0 0.0 0.0 -0.283
O 0.005170 -6.226195 0.590293 -0.1 -0.1 0.0 -0.267
C 0.184767 -4.779823 0.455302 0.2 0.4 -0.1 -0.226
C -1.043424 -3.990584 0.825939 -0.2 -0.2 -0.1 -0.068
C -0.294851 -8.612607 -0.112000 0.0 0.0 0.0 -0.128
H 0.510515 -4.574359 -0.564718 0.0 -0.1 0.0 0.112
H 1.016165 -4.559732 1.121223 0.0 -0.1 0.0 0.122
H -1.854804 -4.163348 0.119557 0.0 0.0 0.0 0.060
H -0.821191 -2.923493 0.817319 0.1 0.0 0.1 0.051
H -1.398655 -4.268580 1.818863 0.1 0.0 0.0 0.088
H 0.780954 -8.704001 -0.228791 0.0 0.0 0.0 0.072
H -0.815581 -9.284852 -0.789935 0.0 0.0 0.0 0.073
H -0.598485 -8.796268 0.914737 0.0 0.0 0.0 0.072
O 4.393075 -4.416826 -6.692065 0.0 0.0 -0.1 -0.283
S 4.519483 -3.736732 -5.436213 0.0 -0.1 0.1 0.567
O 5.412442 -2.621676 -5.338067 0.0 0.1 -0.1 -0.281
O 4.897449 -4.809635 -4.324036 0.0 0.1 0.1 -0.264
C 6.008016 -5.690057 -4.604088 0.1 -0.2 -0.1 -0.254
C 7.350640 -5.021866 -4.394768 -0.1 0.1 0.0 -0.073
C 2.941553 -3.298169 -4.813757 -0.1 0.0 0.0 -0.120
H 5.900509 -6.078181 -5.617812 0.0 0.0 0.0 0.111
H 5.868269 -6.516377 -3.910142 0.0 0.0 0.0 0.120
H 7.525789 -4.239260 -5.130723 0.0 0.0 0.0 0.071
H 8.142218 -5.767011 -4.483383 0.0 0.0 0.0 0.078
H 7.400969 -4.570699 -3.404225 0.0 0.0 0.0 0.085
H 2.290803 -4.166477 -4.861583 0.0 0.0 0.0 0.083
H 2.551126 -2.502869 -5.443970 0.0 0.0 0.0 0.045
H 3.053232 -2.947321 -3.791234 0.0 0.0 0.0 0.085
O 3.171745 -0.881318 5.059110 0.0 -0.1 0.0 -0.280
S 3.666524 0.407224 5.443815 -0.2 0.1 0.1 0.570
O 4.921206 0.853825 4.922967 0.2 0.0 -0.1 -0.281
O 3.727903 0.454221 7.040108 0.0 0.1 0.0 -0.267
C 4.384170 -0.649095 7.697671 0.0 -0.2 0.1 -0.261
C 5.894736 -0.548344 7.643193 0.0 0.1 -0.1 -0.075
C 2.455194 1.644154 5.198319 0.0 0.0 0.0 -0.119
H 4.025131 -1.582193 7.260956 0.0 0.0 0.0 0.110
H 4.024783 -0.597669 8.723929 0.0 0.0 0.0 0.118
H 6.265035 -0.669344 6.626905 0.0 0.0 0.0 0.071
H 6.332663 -1.327138 8.269263 0.0 0.0 0.0 0.077
H 6.224646 0.424405 8.007328 0.0 0.0 0.0 0.083
H 1.523271 1.308629 5.639762 -0.1 0.0 0.0 0.077
H 2.343619 1.768686 4.121170 0.0 -0.1 0.1 0.043
H 2.802305 2.568305 5.652163 0.0 0.0 0.0 0.085
O -1.119716 6.333492 6.404602 0.1 0.0 0.0 -0.267
S -0.870597 7.668734 6.845986 -0.1 0.0 0.1 0.559
O 0.267096 8.387577 6.363929 0.0 0.0 0.0 -0.272
O -0.857215 7.677648 8.440898 0.0 0.1 0.0 -0.271
C -0.002160 6.700337 9.080560 0.1 -0.2 0.1 -0.254
C 1.458817 7.096975 9.058581 0.0 0.1 -0.1 -0.074
C -2.313333 8.649091 6.624362 0.0 0.0 0.0 -0.124
H -0.164854 5.731481 8.606853 0.0 0.0 0.0 0.113
H -0.381523 6.646227 10.099150 0.0 0.1 0.0 0.118
H 1.860480 7.082432 8.047127 0.0 0.0 0.0 0.074
H 2.031151 6.397384 9.668759 0.0 0.0 0.0 0.080
H 1.587601 8.102274 9.459736 0.0 0.0 0.0 0.082
H -3.165814 8.112004 7.029291 0.0 0.0 0.0 0.073
H -2.421750 8.790693 5.551417 0.0 0.0 0.0 0.078
H -2.169415 9.602895 7.124238 0.0 0.0 0.0 0.072
```
Forces are in eV/Å.

As for the net charge: -1. The molar mass comes out at 1112.46 g/mol. The calculation puts the energy relative to the best compared isomer or geometry (same formula, charge and spin) at 0.00 kcal per mole. The calculation puts the HOMO energy at -0.06590 Ha. The calculation puts the LUMO energy at 1.74 eV.